103
Properties=species:S:1:pos:R:3:forces:R:3:lowdin_charge:R:1 method="wB97M-V/def2-TZVPD" homo_lumo_gap_ev=7.177 e_tot_ha=-20519.665100 charge=-1 lumo_energy_ha=0.0530 e_homo_ev=-5.735
C 2.78699 -3.63114 3.98463 0.3 -0.2 0.4 -0.03
C 1.79723 -4.82124 4.34963 1.1 -3.7 0.6 -0.39
O 2.32874 -5.97312 4.48147 -1.6 3.9 -0.3 -0.02
N 0.36209 -4.74317 4.59237 2.4 1.7 0.0 -0.14
C -0.02589 -5.15589 5.97296 -0.5 0.4 0.7 -0.08
C -0.26029 -3.45970 4.16909 -2.3 0.0 -0.4 -0.21
C -0.65640 -3.43409 2.58892 0.6 1.7 0.9 -0.18
C 0.53085 -2.94004 1.63570 -1.0 -1.5 -1.2 -0.30
C -0.04486 -3.02773 0.10338 0.4 -0.7 1.0 -0.31
Ga 0.70372 -1.55213 -1.13895 -1.5 -0.7 -0.8 0.16
P 2.75075 -0.86775 -0.20333 0.7 -0.7 0.3 0.57
P 3.83762 0.50591 -1.48639 0.8 3.5 0.7 0.40
O 3.78406 1.97776 -0.99622 0.5 -3.4 -1.4 -0.44
O 3.37710 0.42502 -3.12939 1.8 0.2 2.0 -0.26
O 5.49824 0.01767 -1.42723 -2.7 0.3 -1.7 -0.26
C 0.91469 -2.45931 -3.01767 0.5 -2.8 -3.1 -0.20
C 0.83553 -4.02797 -3.16924 1.0 3.9 -4.5 -0.05
C 1.05338 -4.47248 -4.64959 0.0 1.1 0.8 -0.08
C 1.31783 -3.54406 -5.83785 -0.6 0.3 3.8 -0.22
N 1.34134 -2.13849 -5.65918 -0.5 -2.5 2.6 -0.05
C 1.14696 -1.68737 -4.33241 0.2 -1.6 0.9 -0.30
H 3.25617 -3.85273 2.96024 -0.9 0.6 1.5 0.10
H 3.66061 -3.69459 4.73783 -1.5 -0.1 -1.1 0.10
H 2.36078 -2.58321 4.08093 0.4 -1.4 -0.5 0.07
H -1.01154 -5.72978 5.93728 1.4 0.7 0.1 0.09
H 0.77213 -5.76143 6.51007 -1.0 0.7 -1.1 0.10
H -0.20233 -4.18446 6.57069 0.2 -1.5 -0.6 0.09
H 0.30011 -2.51533 4.49811 -0.6 -1.3 -0.6 0.12
H -1.28642 -3.40541 4.71798 1.8 -0.2 -0.8 0.07
H -1.48706 -2.63110 2.51664 1.1 -1.3 0.0 0.10
H -1.09383 -4.41985 2.22719 0.7 1.2 0.6 0.12
H 0.93152 -1.89701 1.87701 -0.6 -1.5 0.0 0.07
H 1.36416 -3.72630 1.67606 -0.9 1.4 0.1 0.09
H 0.26148 -4.06726 -0.28470 -0.6 1.4 0.5 0.03
H -1.19268 -3.01705 0.15405 1.6 0.1 -0.2 0.05
H -0.39207 -0.37822 -1.25460 0.3 0.0 0.0 -0.07
H 2.38411 -0.05822 0.94382 0.3 0.1 -1.1 -0.17
H 4.02254 1.02450 -3.58503 -0.8 -0.5 0.3 0.06
H 5.66661 -0.35909 -2.32021 0.2 0.1 0.8 0.01
H 0.63741 -4.73527 -2.30700 0.3 1.0 -1.4 0.07
H 1.01255 -5.59998 -4.86892 0.1 1.9 0.3 0.07
H 1.49865 -3.98121 -6.88341 -0.3 0.8 1.8 0.09
H 1.16668 -0.53898 -4.21082 0.8 -2.7 -0.2 -0.03
C 2.19889 3.52741 0.71267 0.0 0.0 0.2 -1.53
Cl 2.98403 4.15366 2.17144 0.0 0.1 0.0 0.50
Cl 1.04524 2.25310 1.12564 0.0 0.3 -0.1 0.52
Cl 1.38918 4.83512 -0.16794 -0.1 0.1 -0.1 0.50
H 2.96500 3.09961 0.06532 -0.2 0.0 0.0 -0.06
C -1.09352 2.15790 -4.65823 -0.1 -0.1 0.1 -1.49
Cl -0.48724 0.49864 -4.71633 -0.8 1.2 -0.2 0.66
Cl -2.31194 2.42893 -5.91545 0.0 0.1 0.0 0.51
Cl -1.75464 2.51008 -3.05921 0.1 0.1 -0.1 0.51
H -0.25881 2.83206 -4.83940 -0.2 -0.1 0.0 0.02
C 0.13101 8.38262 -1.22441 0.1 -0.1 -0.2 -1.50
Cl -1.36074 8.94764 -0.43290 0.6 0.0 0.6 0.49
Cl -0.24015 7.47169 -2.69730 0.5 -0.2 0.3 0.50
Cl 1.18833 9.75116 -1.59678 -0.1 -0.1 0.1 0.53
H 0.65434 7.72287 -0.53479 -0.1 0.1 -0.1 -0.01
C 6.18306 -1.42141 -5.69459 -0.4 -0.1 -0.2 -1.52
Cl 4.46602 -1.83207 -5.65568 0.3 0.1 0.0 0.58
Cl 6.40538 0.33414 -5.63057 0.1 -0.1 0.0 0.53
Cl 7.04080 -2.20421 -4.35643 0.0 0.0 0.0 0.55
H 6.60270 -1.78593 -6.63016 0.0 0.1 0.2 0.01
C -3.85386 5.91078 0.09330 0.2 -0.1 0.0 -1.54
Cl -3.26775 4.24759 0.01371 0.0 0.2 0.0 0.53
Cl -5.07801 6.22368 -1.14705 0.1 0.0 0.0 0.52
Cl -4.51125 6.25739 1.69835 0.1 0.0 -0.1 0.51
H -3.01055 6.57574 -0.08464 -0.2 -0.1 0.0 -0.03
C -2.40309 -1.61811 -6.94355 0.1 -0.1 0.0 -1.54
Cl -3.92266 -2.04493 -6.14311 0.1 0.1 0.0 0.51
Cl -1.52435 -3.07395 -7.42778 -0.2 0.1 0.0 0.54
Cl -2.70893 -0.58030 -8.34495 0.0 0.0 0.1 0.50
H -1.78678 -1.06600 -6.23655 -0.1 -0.1 -0.2 -0.06
C -3.93596 -2.29411 6.47619 0.0 0.0 -0.1 -1.54
Cl -3.55113 -1.87348 4.80232 0.0 -0.1 0.1 0.54
Cl -4.02778 -4.05030 6.67019 0.0 0.1 0.0 0.53
Cl -2.73554 -1.60842 7.58098 -0.1 0.0 -0.1 0.52
H -4.90792 -1.87089 6.72100 0.2 -0.1 0.0 -0.02
C -4.84028 1.74925 4.93513 0.1 0.3 -0.1 -1.51
Cl -4.10220 2.50338 6.35436 -0.3 -0.2 -0.5 0.51
Cl -5.90223 0.42014 5.42340 -0.2 0.1 0.1 0.55
Cl -5.72954 2.94848 3.98782 0.1 -0.2 0.0 0.53
H -4.04666 1.34056 4.31210 -0.1 0.0 0.1 0.02
C -4.01383 8.51836 -4.10577 0.1 0.1 0.1 -1.52
Cl -2.94604 8.90115 -2.74841 -1.1 0.1 -0.7 0.45
Cl -4.97449 9.93375 -4.56285 0.0 -0.1 0.0 0.51
Cl -3.07691 7.93035 -5.48742 -0.1 0.0 0.1 0.52
H -4.69476 7.72900 -3.79324 0.1 0.1 -0.1 -0.01
C 10.42528 -3.03775 -5.62601 0.1 0.0 0.0 -1.56
Cl 10.76321 -4.49317 -6.57442 -0.1 0.1 0.1 0.51
Cl 11.67068 -2.79600 -4.39289 -0.1 0.0 -0.1 0.52
Cl 10.31045 -1.62131 -6.68006 -0.1 -0.1 0.1 0.51
H 9.46848 -3.16973 -5.12520 0.2 0.1 -0.1 -0.05
C -1.51490 3.34662 9.25607 0.1 0.0 0.0 -1.54
Cl -0.63473 4.46508 8.20557 -0.1 -0.1 0.1 0.53
Cl -1.92325 1.86373 8.38186 0.3 0.1 0.4 0.47
Cl -0.56637 2.97576 10.70352 -0.1 0.1 -0.1 0.52
H -2.44066 3.82623 9.56740 0.2 -0.1 -0.1 0.02
C -8.25754 -0.87313 2.77473 0.0 0.0 -0.1 -1.56
Cl -9.76940 -1.30759 3.58641 0.1 0.0 0.0 0.51
Cl -7.39218 -2.32470 2.25189 0.0 0.1 0.1 0.52
Cl -8.57356 0.19316 1.39900 0.1 -0.1 0.2 0.52
H -7.63010 -0.33881 3.48443 -0.1 -0.1 -0.2 -0.06